Below is a structure of composition C26H40ClGeMnN4O8P, with properties calculated with wB97M-V/def2-TZVPD.

Geometry (Å):
H -3.91036 3.18154 -3.94767
C 2.61323 -2.36890 1.61430
H -3.54594 2.04455 3.32957
H 2.80245 0.46501 -0.54692
Cl -0.62621 -5.74687 -0.20325
C 3.66539 -0.19039 -0.41593
H -4.37137 -0.01194 -2.19420
H 4.30551 -0.06019 -1.28583
C -3.53386 -1.32116 0.65978
H 1.15297 5.82079 0.56295
O 0.01017 3.54177 0.42469
H -2.69741 3.28004 -2.62408
C -1.56560 1.63663 2.64847
H 3.03643 -3.58144 -2.86080
C -4.15207 -2.18122 1.56282
H 1.54400 4.50995 -1.51705
C -2.28407 -1.59831 0.14188
C -2.11296 0.61626 -3.10596
H -5.12570 -1.94541 1.97567
H -5.21793 1.45245 -2.73228
H -4.02917 -0.40723 0.35550
H -1.87924 -0.48962 2.87516
C 1.44480 3.68373 0.46852
H 0.89461 -2.62770 -3.43606
O -2.13377 2.55826 -0.39426
H -3.91787 -4.00114 2.68345
C -2.23440 -3.64168 1.43157
C -0.91838 2.79639 3.40167
O 1.99350 -6.26614 -1.80138
H -3.48312 1.14022 1.80934
C -2.98661 2.76221 -3.54201
H -1.71547 -4.52111 1.77616
H 4.52590 -4.24027 -0.46831
H 2.36990 -3.41616 1.79472
H 5.47610 -2.95176 0.28404
H 0.11775 2.55837 3.64447
C 1.27917 -4.06660 -1.22449
C 1.37130 -1.97841 -2.69471
H -4.06451 1.53886 -1.35932
H -0.93359 3.70439 2.79865
O 0.12441 1.34300 -0.80193
H 2.72123 5.27510 1.18830
H -1.45911 2.98047 4.33302
O 3.00798 -4.56121 -2.78046
C -3.47782 -3.33341 1.95097
O 3.67619 -1.66159 -3.29465
H 3.17454 2.70405 1.28459
C 1.65579 5.04155 1.13514
H 3.08674 3.86617 -0.91812
H 5.22070 -2.96697 -1.47631
H -2.19965 2.85485 -4.28770
C 2.08749 2.58384 1.30301
H 4.18343 0.10908 0.49865
H -0.40131 0.11010 3.63431
O -0.81543 1.36955 1.46284
Ge 3.14692 -2.07835 -0.26399
C 1.51052 -2.58788 -1.31659
H 3.42387 -2.08093 2.28706
H 1.72734 -1.77264 1.82516
C 0.14762 -4.23766 -0.51130
H 1.85057 1.59806 0.91222
H 1.81569 2.75950 -1.45658
H -1.97585 0.42540 4.39608
C -3.02788 1.94892 2.37071
N -0.39418 -3.05802 -0.07313
N -1.17022 -0.04665 -2.99330
O 2.20714 0.05567 -3.34562
H -3.14109 2.86438 1.79601
H 1.74718 2.64013 2.33809
H 1.24820 5.03449 2.14656
P -0.77171 2.16782 0.06381
C -1.63017 -2.79856 0.48111
N -3.21531 1.34166 -3.27707
C 4.76481 -3.17913 -0.51188
C 2.08767 -5.05836 -1.92840
C 2.52626 -1.18292 -3.20119
N 0.38272 -1.96493 -0.56314
C 2.00704 3.70101 -0.94853
C -4.28396 1.06507 -2.32042
H -1.79212 -0.91997 -0.54089
C -1.44999 0.33735 3.44233
Mn 0.51019 -0.36587 -1.92761

Forces on atoms 1 to 6 (eV/Å):
H 0.0 0.0 0.0
C 0.0 0.0 -0.1
H 0.0 0.0 0.0
H 0.0 0.0 0.0
Cl 0.0 0.0 -0.1
C -0.1 0.0 -0.1

Computed properties:
HOMO energy (spin up / spin down), eV: -0.300 / -0.328
Maximum force, eV/A: 0.9
Charge: -2
⟨S²⟩: 0.7612
2S+1: 2
HOMO-LUMO gap (spin up / spin down), eV: 4.67 / 4.69
E_tot, eV: -159601.7457
Energy above the lowest of the compared OMol25 structures with the same formula, charge and spin, kcal per mole: 1.7


Below is a structure of composition C26H40FN5O2PrSi, with properties calculated with wB97M-V/def2-TZVPD.

Geometry (Å):
H 0.79809 2.33942 2.06585
H -3.48480 0.62678 0.43958
H 1.29818 -0.93223 3.55582
H 0.67360 6.37884 -1.13282
H -4.23303 3.85995 0.57269
C 4.06768 -0.49124 0.88422
O -2.49570 -2.34816 -2.57041
H 0.01111 -3.93871 3.00578
H 0.55346 4.33450 -3.54743
C -1.40915 -2.92729 -2.43746
H -0.83577 5.41410 -1.40049
H -1.67026 -3.04846 0.13854
F 2.26129 -0.64208 -0.78074
C 1.74121 -0.72265 1.43591
H 1.73056 1.56988 0.18858
H 3.57221 -0.59358 4.27272
C -0.60888 -7.03263 -2.67668
H 1.33574 -6.50224 -2.02293
C 0.70336 -3.44086 -1.96180
H -2.51202 -3.13188 1.60032
H -0.93895 -1.52548 4.46805
C 2.68325 4.82444 0.70653
H 4.95621 -0.40638 0.22243
H 2.57194 2.40300 2.14411
C 0.00222 -4.77584 -2.25259
H -2.59584 -1.61021 0.65131
Pr -0.20572 -0.00664 -1.51510
C 2.76644 -0.59073 0.48844
H 1.58929 -3.36212 2.36325
C 3.34035 -0.63766 3.22434
H -0.38552 -8.08518 -2.84166
O 1.87793 -3.34397 -1.61175
Si -0.50794 -1.78344 1.95129
H 0.65132 0.22579 -3.46788
N 1.16799 1.96659 -0.55696
H -1.10639 0.02403 3.57668
N 0.42225 -0.81612 0.91558
H 2.60204 5.47065 1.57159
H -2.13517 1.30596 1.50722
H -1.68451 2.45012 -2.17443
H -2.28926 -1.19150 3.51238
H 2.60018 5.40846 -0.18242
C 1.22623 3.26464 -0.40488
C 4.35359 -0.48634 2.27560
C -1.23830 -4.38539 -2.68085
N 1.67228 3.79766 0.78245
H -3.64749 4.27366 -1.03002
H 0.19809 -3.95504 1.26582
H 0.01587 5.43783 0.11187
C 1.67808 2.99530 2.00897
C -1.89568 -6.62835 -3.02379
H 3.65912 4.42895 0.69520
H -3.18965 -4.93791 -3.27608
C 0.46927 -3.37063 2.21457
H -2.63875 -7.36805 -3.33670
H -0.24019 2.96918 -2.83154
C -3.03152 1.53037 0.86445
C -2.22664 -5.30536 -2.96661
H -4.67981 2.86312 -0.94095
C 2.03122 -0.73675 2.80533
C -2.62399 2.55694 -0.21977
N 0.92654 4.10481 -1.41183
C 0.36098 -6.14361 -2.25728
C 0.67138 3.54004 -2.76348
H -1.68965 3.01182 0.17617
H -2.75822 0.99203 -1.81800
C 0.17177 5.38055 -0.98317
H 1.80083 3.71646 2.84912
C -2.06577 1.72925 -1.41612
H 5.39427 -0.41526 2.37383
N -0.22875 -2.37615 -2.01260
C -1.23120 -1.02519 3.55021
H 1.59094 2.90029 -3.03076
C -1.95994 -2.42828 0.99760
C -3.88000 3.41765 -0.40217
H -3.87396 1.93657 1.50574

Forces on atoms 1 to 6 (eV/Å):
H 0.2 0.4 0.1
H 0.4 0.0 -0.1
H -0.6 0.2 0.1
H 0.0 -1.2 -0.7
H 0.1 -0.6 -0.9
C 1.0 0.2 0.0

Computed properties:
HOMO energy (spin up / spin down), eV: -4.174 / -4.159
Maximum force, eV/A: 3.3
Charge: -1
⟨S²⟩: 2.0026
2S+1: 3
HOMO-LUMO gap (spin up / spin down), eV: 6.61 / 6.60
E_tot, eV: -63821.4122


Below is a structure of composition C26H40FeGeO8Se, with properties calculated with wB97M-V/def2-TZVPD.

Geometry (Å):
C -0.57472 0.31481 3.80328
H -1.09044 5.19518 -1.70559
H 0.37742 -2.46483 -1.16479
H -1.54259 0.84684 3.69197
O -0.56527 0.01739 0.83221
O -1.52742 -1.97349 1.37288
H -3.13179 -4.70225 0.07739
H 4.40471 1.83187 -3.26876
O 0.56043 1.21017 3.41312
H -0.21033 -0.13836 -4.67886
H 5.39868 -0.33542 -1.64710
H -0.80291 -0.92936 5.66512
H -2.68246 2.74354 -1.08250
H -0.53222 -1.78378 3.57781
H 1.53879 0.99252 6.03332
H 3.70876 -0.65172 -2.19465
C 0.17747 -1.07491 -4.32753
H 4.38268 2.76071 0.35131
H 4.24565 -0.69687 -0.44588
C 1.26039 0.08206 5.46563
H 1.73603 -2.44857 -2.32180
H -3.94053 -2.47511 1.15264
Ge 1.21772 1.70133 -2.70736
C -4.89624 -4.79068 -1.14096
Fe 1.02890 0.59531 -0.27401
Se -6.39390 -0.65938 0.32326
C -0.31247 0.01010 5.32008
C 2.28961 -1.19315 2.04188
H 3.99758 1.06049 0.96865
C -4.09082 -4.15594 -0.17872
H -1.83616 2.30205 0.49437
H -1.17987 3.80662 -2.80817
H 1.26374 -1.16963 -4.58135
H -7.50593 -2.62872 -1.07944
C -0.80176 -0.99147 1.64198
H 2.59239 0.75388 3.82944
O 2.27733 -0.31953 1.06066
H 0.27505 3.17765 1.18631
H -1.51621 -0.93742 -1.22497
H 0.51512 4.50806 -2.35343
C 1.36924 -1.02092 3.26477
H 1.39620 3.84943 0.04064
C -6.19572 -4.28277 -1.45531
H 1.75607 -0.77265 5.92736
C 0.64692 -2.38881 -2.22792
C -5.66464 -2.36677 -0.06939
H 4.36142 3.17524 -2.24701
H 5.75617 2.03069 -2.13810
C 4.67696 2.14978 -2.24141
C 1.65559 0.32334 4.00319
C -0.53154 4.26600 -2.04744
C 0.32243 3.84658 0.32111
O 2.59608 1.61569 -1.15962
C 4.32647 -0.18415 -1.41328
C -6.54896 -3.05445 -0.93384
H 0.19232 -3.25437 -2.70994
H 1.52220 -1.90042 3.92268
H -0.77867 0.79639 5.92574
C -1.97187 3.09574 -0.30742
O 3.15719 -2.07618 2.04149
C -4.47591 -2.95090 0.37100
H -0.05640 4.83876 0.56589
H -2.36684 4.01418 0.15305
C 0.00764 -1.11563 -2.77449
H -2.17145 -1.67478 -2.78604
O 0.82622 -0.05613 -2.16291
C -0.18894 -0.90329 3.01853
H -0.51996 -1.80981 -4.73891
H -4.54167 -5.75056 -1.55424
H 5.57995 1.54406 0.31407
C 4.00793 1.31620 -1.18605
C -0.56912 3.33542 -0.79523
C 4.52084 1.68180 0.23656
C -1.43177 -0.92930 -2.35576
H -6.97081 -4.85183 -2.01279
O -0.00918 2.02968 -1.18036
H -1.79880 0.04476 -2.72606

Forces on atoms 1 to 6 (eV/Å):
C 1.7 1.4 0.9
H 0.9 -0.8 -0.6
H 0.2 0.0 -0.1
H 0.7 -0.6 -0.6
O 0.9 0.4 -1.4
O 1.3 2.2 0.1

Computed properties:
HOMO energy (spin up / spin down), eV: -8.393 / -8.235
Maximum force, eV/A: 3.5
⟨S²⟩: 6.1550
2S+1: 5
HOMO-LUMO gap (spin up / spin down), eV: 5.24 / 6.56
E_tot, eV: -200239.4971


Q: Which molar mass values were calculated for the entries above? A: 730.60, 642.63, 688.01, in g mol⁻¹.